No. 1
# C5H4N5O

A gas-phase ion, C5H4N5O (charge -1) (wB97M-V/def2-TZVPD, OMol25).

Each line ends with the Mulliken charge.
Positions of all 15 atoms, in Å:
C (-0.115488, -0.733089, 1.685679)  -0.751
C (0.958914, 1.320211, 0.539887)  -0.388
C (-0.629775, -1.246412, 0.470858)  0.717
C (0.711283, 1.225062, -0.722819)  0.325
C (0.684676, 0.402179, 1.781721)  0.516
N (-1.034180, -1.558759, -1.608310)  -0.631
N (-1.704797, -2.099169, 0.422128)  -0.448
N (-1.955337, -2.250290, -0.870554)  -0.380
N (-0.213798, -0.998994, -0.740287)  -0.113
N (0.385363, 1.404385, -2.032844)  -0.448
O (1.164722, 0.907002, 2.812334)  -0.766
H (-0.528288, -1.008793, 2.564138)  0.441
H (1.444325, 2.163001, 0.852683)  0.415
H (-0.374133, 0.993936, -2.552917)  0.294
H (1.206513, 1.479729, -2.601698)  0.217

Atomic forces in eV per Å
1.85 2.02 -2.77
-1.04 -2.33 -1.17
-1.40 -1.45 1.18
-2.53 -1.89 -2.38
0.00 -0.08 0.02
-1.55 -1.04 0.92
0.22 0.62 -0.80
1.13 0.68 -0.59
1.65 1.81 -0.93
2.15 0.84 1.98
0.30 0.05 0.42
-1.25 -1.17 2.65
0.86 2.46 0.99
-0.63 -0.36 0.90
0.27 -0.16 -0.40

Values from the calculation:
E_HOMO (alpha / beta) (eV): -2.8925 / -2.8885
HOMO-LUMO gap (alpha / beta) (eV): 5.85 / 5.84
Charge: -1

=====

No. 2
# C3H7NO7S

A molecular structure, C3H7NO7S (wB97M-V/def2-TZVPD, OMol25).

Each line ends with the Mulliken charge.
Positions of all 19 atoms, in Å:
C (-0.318633, 0.333820, 1.309771)  1.038
C (-0.488506, -1.091097, 0.818616)  0.053
C (0.704983, 0.345597, 0.188815)  -0.137
N (0.742969, -0.236743, -2.417089)  -0.510
O (-1.275556, 0.889421, -1.358456)  -0.813
O (0.805317, 2.161843, -1.772366)  -0.669
O (0.292113, 0.455775, 2.536819)  -0.549
O (-1.422696, 1.158494, 1.250698)  -0.621
O (0.153200, -2.081554, 1.433002)  -0.461
O (-1.323613, -1.457239, -0.176976)  -0.593
O (2.040776, 0.290368, 0.440954)  -0.532
S (0.192451, 0.937765, -1.373534)  1.158
H (0.156115, -1.055372, -2.437934)  0.263
H (0.925836, 0.126219, -3.337907)  0.286
H (-0.398730, 0.514906, 3.209520)  0.379
H (-1.666667, 1.328334, 0.320946)  0.463
H (0.270679, -2.831512, 0.830564)  0.385
H (-1.658750, -0.660620, -0.650106)  0.491
H (2.268712, 0.871596, 1.184664)  0.369

Atomic forces in eV per Å
-0.37 -0.43 -0.12
1.08 1.22 -1.16
-1.25 -0.59 -0.02
0.02 0.53 0.55
0.01 -0.03 -0.10
0.17 0.08 -0.21
0.24 0.00 -0.02
-0.24 0.02 0.15
-0.21 0.16 -0.02
-0.22 -0.34 0.65
0.33 -0.01 0.18
0.60 -0.64 0.19
-0.16 -0.16 0.10
0.05 0.22 -0.18
-0.01 -0.01 -0.10
0.10 0.00 0.20
-0.08 0.14 -0.03
0.12 -0.11 0.17
-0.18 -0.07 -0.24

Values from the calculation:
E_HOMO (eV): -8.1279
HOMO-LUMO gap (eV): 8.46
Charge: 0
ΔE to the lowest compared entry with this formula, charge and spin (eV): 2.024

=====

No. 3
# C4H8N2O2

2 unconnected molecules or ions with the total composition C4H8N2O2 (wB97M-V/def2-TZVPD, OMol25).

Each line ends with the Mulliken charge.
Positions of all 16 atoms, in Å:
C (1.407898, -2.342928, 0.282609)  -0.418
C (-0.843357, -0.904726, -0.029307)  0.634
C (1.966198, 1.091979, -0.335055)  -0.626
C (-2.769230, 0.427796, 0.302661)  -0.747
N (1.335319, -1.067726, 0.223073)  0.496
N (2.254587, -0.175342, 0.286384)  -0.887
O (-1.419622, -1.930126, -0.396306)  -0.519
O (-1.308464, 0.276258, 0.121349)  -0.235
H (0.450690, -2.816183, 0.276232)  0.258
H (2.448455, -2.729562, 0.192422)  0.293
H (1.397627, 1.642126, 0.308816)  0.276
H (3.029088, 1.471166, -0.390994)  0.307
H (1.495656, 1.136032, -1.370544)  0.235
H (-3.174760, -0.117448, -0.459485)  0.377
H (-2.901871, 1.465142, 0.100773)  0.245
H (-3.206043, 0.098943, 1.206463)  0.313

Atomic forces in eV per Å
1.38 0.32 -0.28
-0.20 -3.43 -1.34
2.94 -1.00 -2.71
1.65 1.04 -0.65
-0.52 1.08 -0.61
-1.78 -1.39 0.36
1.69 2.70 1.30
-0.38 1.03 1.51
0.10 -0.90 0.15
-1.18 -0.27 0.12
-1.50 1.85 1.75
-1.41 0.47 -0.21
0.55 -0.52 1.09
-1.36 -1.41 -2.03
-0.33 0.71 0.22
0.36 -0.29 1.34

Values from the calculation:
E_HOMO (alpha / beta) (eV): -7.8150 / -7.4498
HOMO-LUMO gap (alpha / beta) (eV): 7.91 / 7.26
Charge: 0
ΔE to the lowest compared entry with this formula, charge and spin (eV): 6.748

=====

No. 4
# C8H17IN3O2S

A gas-phase ion, C8H17IN3O2S (charge +1) (wB97M-V/def2-TZVPD, OMol25).

Each line ends with the Mulliken charge.
Positions of all 32 atoms, in Å:
C (-1.665422, -0.629784, -3.369092)  -0.345
O (-1.550514, -2.090274, -3.526153)  -0.404
C (-0.625401, -2.654431, -2.521835)  -0.607
C (-1.166254, -2.512824, -0.966749)  -0.171
C (0.092624, -2.019028, -0.016343)  -0.382
C (-0.407728, -0.931311, 1.105435)  -1.084
N (-0.423427, 0.511796, 0.628290)  0.158
S (-1.899792, 0.986952, -0.244980)  -0.187
C (0.638089, 1.395715, 0.860714)  0.308
N (0.575900, 2.874066, 0.414145)  -0.348
C (1.447475, 3.573984, 1.480165)  -0.274
O (1.299381, 2.963036, 2.823873)  -0.333
C (2.070213, 1.678228, 2.899052)  -0.344
I (4.236115, 2.008321, 3.190844)  0.153
N (1.915359, 1.014715, 1.557722)  -0.151
H (-0.709910, -0.234975, -2.800181)  0.131
H (-2.619027, -0.448053, -2.676408)  0.128
H (-1.724034, -0.031566, -4.378420)  0.289
H (0.439772, -2.185055, -2.664903)  0.335
H (-0.509076, -3.825775, -2.710558)  0.297
H (-2.124322, -1.835040, -0.855735)  0.119
H (-1.491566, -3.596147, -0.595297)  0.372
H (0.426601, -2.989934, 0.592790)  0.310
H (1.043817, -1.682123, -0.617483)  0.339
H (-1.503630, -1.149663, 1.522868)  0.418
H (0.310848, -1.061333, 2.046222)  0.275
H (-2.999015, 0.239471, 0.250295)  0.271
H (-0.370658, 3.275946, 0.589346)  0.367
H (2.559518, 3.715537, 1.138516)  0.271
H (0.974711, 4.665097, 1.576718)  0.325
H (1.612072, 0.965669, 3.726423)  0.410
H (2.147279, 0.008787, 1.540719)  0.354

Atomic forces in eV per Å
0.06 0.28 1.10
1.40 0.80 1.22
-0.29 -0.89 0.03
0.55 -0.60 -0.06
-0.89 -1.03 0.84
0.65 -1.48 1.21
2.21 0.76 1.23
0.02 0.55 -0.25
-0.98 0.65 -0.08
0.82 -3.59 3.90
-0.04 2.26 0.11
1.76 -1.94 -1.73
-1.42 0.64 -0.15
-1.16 -0.20 0.05
-3.47 0.74 -1.55
-1.84 -0.62 -1.04
2.02 -0.01 -1.69
-0.12 -1.66 1.85
-1.98 -0.65 0.40
-0.43 2.71 -0.01
2.15 -1.22 -0.44
0.67 2.43 -0.80
-0.61 2.28 -1.17
-2.03 -0.30 1.14
2.46 0.35 -1.14
-1.54 0.74 -1.98
1.84 0.41 0.31
0.50 -0.95 -0.53
-2.12 -0.79 0.73
1.15 -2.50 -0.06
1.04 2.01 -1.44
-0.35 0.82 0.03

Values from the calculation:
E_HOMO (eV): -12.4731
HOMO-LUMO gap (eV): 8.24
SMILES string: COCCCCN(S)C1=[NH+][C@@H](I)OCN1
Charge: +1
ΔE to the lowest compared entry with this formula, charge and spin (eV): 3.506

=====

No. 5
# C11H15NP

A molecular structure, C11H15NP (wB97M-V/def2-TZVPD, OMol25).

Each line ends with the Mulliken charge.
Positions of all 28 atoms, in Å:
C (1.162183, -3.273653, -0.378316)  -0.893
C (-0.206016, -3.214314, -0.741975)  -0.602
C (1.617463, -2.109980, 0.154204)  -0.211
C (-1.004546, -2.060398, -0.520243)  -0.425
C (0.913786, -0.901367, 0.305976)  -0.009
C (-0.443054, -0.879824, -0.061660)  0.374
C (1.591584, 1.270681, 0.539597)  0.834
C (0.808933, 1.738087, -0.639911)  -1.086
C (2.489478, 2.298003, 1.299568)  -1.191
C (-2.153234, 1.152329, 1.419153)  -1.133
C (-2.214479, 0.693929, -1.636338)  -1.190
N (1.565821, 0.094603, 0.960670)  -0.508
P (-1.257131, 0.695120, -0.126742)  0.894
H (1.722688, -4.237966, -0.414128)  0.377
H (-0.725961, -4.009596, -1.110694)  0.465
H (2.636436, -1.994026, 0.570154)  0.413
H (-1.997478, -2.165485, -0.849847)  0.611
H (0.618783, 2.843947, -0.608265)  0.408
H (1.080239, 1.130483, -1.500356)  0.445
H (3.436939, 2.260293, 0.681511)  0.303
H (2.598777, 1.913966, 2.239839)  0.429
H (2.033037, 3.285453, 0.996100)  0.297
H (-3.022214, 0.399024, 1.413382)  0.380
H (-2.613211, 2.065182, 1.397411)  0.455
H (-1.493057, 1.045721, 2.340622)  0.342
H (-1.776820, -0.307185, -2.100622)  0.473
H (-2.017765, 1.542728, -2.196669)  0.403
H (-3.351181, 0.724245, -1.432420)  0.345

Atomic forces in eV per Å
-2.01 -0.67 -0.36
0.69 2.49 1.46
2.42 1.42 1.20
2.09 -1.58 -0.63
-1.28 -2.21 -0.52
0.30 0.04 0.43
0.76 2.11 0.83
-2.77 -0.46 1.82
-1.20 0.33 -5.90
0.76 -3.67 0.24
-1.40 -3.07 0.83
0.96 -0.19 0.81
2.97 1.66 0.03
-0.36 1.20 -0.12
-1.01 -2.29 -1.00
-0.51 -0.51 -0.39
-1.27 0.23 -0.15
0.28 -1.31 -0.83
-0.40 0.66 -0.54
-0.63 0.07 1.03
0.41 -0.07 2.67
0.69 -0.65 1.58
1.33 0.75 0.36
-0.84 2.61 -0.26
-0.87 -0.05 -1.31
-1.52 2.27 0.36
0.63 1.49 -1.29
1.78 -0.61 -0.36

Values from the calculation:
E_HOMO (eV): -12.0797
HOMO-LUMO gap (eV): 7.85
Charge: +1